*A*
Computed, not measured: an isolated molecule of C4H6FNOS, with the ωB97M-V functional and the def2-TZVPD basis.

XYZ file:
```
14
Properties=species:S:1:pos:R:3
S -2.89 0.72 0.28
F 1.50 2.35 -0.01
O 1.55 -0.03 -0.30
N -1.84 -0.58 -0.40
C 0.26 1.72 -0.17
C -0.62 -0.47 -0.75
C 0.30 0.51 -0.44
C 1.67 -1.13 0.59
H 0.41 -1.45 0.64
H -0.11 -1.55 -1.02
H -4.13 0.22 -0.20
H -0.70 2.39 -0.15
H 2.09 -0.68 1.65
H 2.51 -2.01 0.27
```

Computed properties:
M: 135.16 g mol⁻¹
orbital gap: 9.413 eV
total charge: 0
SMILES: COC(/C=N\S)=C\F



*B*
Computed, not measured: an isolated molecule of C4H6FNOS, with the ωB97M-V functional and the def2-TZVPD basis.

XYZ file:
```
14
Properties=species:S:1:pos:R:3
S 2.94 -0.80 -0.24
F -3.01 0.18 -1.13
O 1.15 1.13 0.33
N 0.15 0.10 0.22
C -2.14 -0.35 -0.20
C -2.85 -0.60 1.09
C -0.99 0.57 -0.07
C 2.43 0.66 0.17
H -1.26 1.64 -0.10
H -1.75 -1.30 -0.63
H 3.06 1.53 0.39
H -2.16 -1.04 1.79
H -3.60 -1.28 0.85
H -3.28 0.27 1.54
```

Computed properties:
M: 135.16 g mol⁻¹
orbital gap: 9.135 eV
total charge: 0
SMILES: C[C@@H](F)/C=N/OC=S



Last place for stability: *A*



*A*
Computed, not measured: a 2-piece molecular cluster, C7H15NO overall, with the ωB97M-V functional and the def2-TZVPD basis.

XYZ file:
```
24
Properties=species:S:1:pos:R:3
O 2.11 -0.04 0.31
N -1.92 -0.46 -1.98
C -0.57 0.06 -1.90
C 2.45 0.00 -0.94
C 1.32 0.68 2.45
C -1.34 -0.35 -0.66
C -0.93 -1.60 0.07
C -1.98 0.72 0.20
C 1.56 0.91 1.00
H 0.31 1.02 2.73
H -0.50 -2.33 -0.62
H -1.96 -1.42 -2.33
H -1.25 1.19 0.86
H -0.49 1.12 -2.13
H 1.39 -0.39 2.66
H -2.42 1.49 -0.43
H -2.77 0.29 0.82
H 2.42 0.91 -1.51
H -0.18 -1.38 0.83
H 1.41 1.89 0.56
H 0.23 -0.55 -2.29
H -1.79 -2.05 0.57
H 2.04 1.21 3.07
H 2.85 -0.91 -1.34
```

Computed properties:
M: 129.20 g mol⁻¹
orbital gap (spin up / spin down): 8.207 / 7.966 eV
total charge: 0



*B*
Computed, not measured: a 3-piece molecular cluster, C7H15NO overall, with the ωB97M-V functional and the def2-TZVPD basis.

XYZ file:
```
24
Properties=species:S:1:pos:R:3
O -0.28 -1.46 -1.36
N 1.05 0.90 -1.37
C 2.96 -1.30 1.24
C 0.04 -0.92 -0.20
C 2.56 -1.10 -0.01
C -1.35 0.85 0.22
C 0.82 0.23 -0.12
C -2.22 0.86 -1.01
C -1.98 0.30 1.47
H -3.11 1.49 -0.87
H -0.14 -1.55 0.66
H -2.77 0.96 1.86
H -2.58 -0.14 -1.25
H -0.93 1.84 0.42
H 2.02 0.77 -1.64
H -1.68 1.25 -1.88
H 0.84 1.89 -1.31
H 1.06 0.66 0.84
H -0.01 -0.80 -2.04
H 3.88 -1.83 1.51
H 2.42 -0.87 2.09
H 3.09 -1.56 -0.84
H -2.44 -0.68 1.29
H -1.25 0.18 2.28
```

Computed properties:
M: 129.20 g mol⁻¹
orbital gap: 7.158 eV
total charge: 0



Last place for stability: *B*